# 1
ORCA calculation (ωB97M-V with the def2-TZVPD basis set) on C46H55ClEuIN7S as an isolated structure in a non-equilibrium geometry.

Geometry as XYZ:
```
112
Properties=species:S:1:pos:R:3:mulliken_charge:R:1
Eu 0.481 -0.257 0.195 0.870
C -3.498 -2.272 -4.845 -1.124
C -2.747 -3.170 -3.855 -1.022
C -2.435 -2.512 -2.547 0.529
C -3.189 -2.546 -1.366 0.846
C -4.537 -3.174 -1.177 -1.344
C -5.695 -2.225 -1.512 -1.082
C -2.455 -1.823 -0.413 -0.894
C -2.775 -1.754 1.053 1.562
C -2.473 -0.466 1.788 -1.061
C -3.115 -0.060 2.975 0.978
C -4.356 -0.665 3.558 -1.057
C -5.646 -0.089 2.959 -0.957
C -2.384 1.025 3.461 0.696
C -1.323 1.240 2.539 -0.316
C -0.326 2.222 2.649 -0.605
C 0.663 2.579 1.704 0.358
N 0.756 2.050 0.463 -0.589
C 1.780 2.711 -0.194 -0.795
C 2.231 2.396 -1.469 0.114
C 1.848 1.338 -2.304 -0.168
N 0.850 0.429 -2.005 -0.413
C 0.747 -0.416 -3.051 0.049
C -0.267 -1.407 -3.186 -0.591
C -1.282 -1.734 -2.271 0.024
N -1.311 -1.329 -0.948 -0.269
C 1.746 -0.092 -4.030 0.890
C 2.425 1.018 -3.561 0.926
C 3.551 1.755 -4.219 -1.299
C 3.096 3.006 -4.980 -1.089
C 1.941 -0.817 -5.326 -1.232
C 1.057 -0.280 -6.457 -1.085
C 2.363 3.677 0.686 1.138
C 1.680 3.591 1.874 0.709
C 1.908 4.380 3.126 -1.126
C 1.143 5.708 3.151 -1.108
C 3.525 4.562 0.356 -1.123
C 3.132 5.792 -0.471 -1.117
N -1.405 0.308 1.523 -0.161
C -2.653 1.840 4.688 -1.201
C -3.440 3.127 4.404 -1.084
H -3.596 -2.754 -5.823 0.408
H -2.965 -1.328 -4.979 0.220
H -4.501 -2.039 -4.482 0.244
H -1.813 -3.496 -4.322 0.352
H -3.331 -4.077 -3.672 0.407
H -4.649 -3.513 -0.146 0.303
H -4.610 -4.075 -1.793 0.471
H -5.721 -1.394 -0.803 0.173
H -6.660 -2.738 -1.475 0.414
H -5.570 -1.795 -2.508 0.148
H -3.841 -1.961 1.165 0.624
H -4.363 -0.515 4.640 0.517
H -4.354 -1.749 3.403 0.237
H -5.653 0.999 3.047 0.170
H -6.536 -0.483 3.458 0.426
H -5.716 -0.330 1.896 0.073
H -0.330 2.792 3.571 0.224
H 3.043 3.012 -1.841 0.286
H -0.307 -1.921 -4.140 0.192
H 4.069 1.082 -4.908 0.427
H 4.285 2.044 -3.461 0.316
H 2.358 2.746 -5.742 0.215
H 3.937 3.503 -5.472 0.393
H 2.624 3.718 -4.299 0.232
H 1.724 -1.880 -5.183 0.327
H 2.991 -0.757 -5.629 0.486
H 0.007 -0.282 -6.154 0.222
H 1.153 -0.884 -7.365 0.387
H 1.327 0.749 -6.703 0.219
H 2.978 4.576 3.244 0.439
H 1.612 3.780 3.989 0.436
H 1.516 6.384 2.378 0.234
H 1.242 6.210 4.117 0.377
H 0.082 5.538 2.959 0.269
H 4.271 3.980 -0.194 0.290
H 4.006 4.887 1.282 0.374
H 2.730 5.492 -1.440 0.220
H 3.990 6.447 -0.643 0.413
H 2.358 6.366 0.041 0.247
H -1.705 2.103 5.166 0.413
H -3.202 1.233 5.414 0.382
H -2.950 3.701 3.616 0.240
H -3.513 3.757 5.295 0.384
H -4.452 2.896 4.068 0.250
C 6.390 0.533 1.206 -0.872
N 5.904 -0.689 0.600 0.328
C 6.673 -1.798 0.309 -0.760
C 5.876 -2.704 -0.264 -0.423
N 4.594 -2.145 -0.349 0.500
C 4.609 -0.869 0.188 -0.176
S 3.465 0.322 0.270 -0.205
C 3.470 -2.889 -0.803 0.600
C 3.688 -4.102 -1.452 -0.862
C 2.602 -4.916 -1.718 -0.802
C 1.344 -4.513 -1.314 -1.005
C 1.238 -3.262 -0.741 0.083
N 2.263 -2.434 -0.532 0.515
H 7.222 0.291 1.866 0.329
H 5.581 0.985 1.774 0.333
H 6.715 1.247 0.447 0.290
H 7.720 -1.856 0.552 0.453
H 6.102 -3.706 -0.568 0.366
H 4.677 -4.411 -1.750 0.362
H 2.749 -5.865 -2.219 0.390
H 0.462 -5.124 -1.448 0.499
H 0.271 -2.900 -0.423 0.393
Cl 1.298 -1.484 2.307 -0.533
I -2.075 -4.848 1.176 -0.141
C -1.998 -2.804 1.884 -1.241
H -0.936 -2.577 1.930 0.077
H -2.383 -2.860 2.897 0.641
```

The strongest force on any atom is 1.0 eV Å⁻¹. Its expectation value of S² is 12.058. For the energy above the lowest of the compared OMol25 structures with the same formula, charge and spin, the calculation gives 55.02 kcal per mole. The net charge is -1. For the molar mass, the calculation gives 1052.4 g mol⁻¹. The calculation puts the highest occupied orbital energy (alpha / beta) at -2.0 / -3.8 eV. Its multiplicity is 7. The calculation puts the LUMO energy (alpha / beta) at 2.180 / 1.469 eV.

***

# 2
ORCA calculation (ωB97M-V with the def2-TZVPD basis set) on a 2-piece molecular cluster, C7H10BrI overall in a non-equilibrium geometry.

Geometry as XYZ:
```
19
Properties=species:S:1:pos:R:3:mulliken_charge:R:1
Br -2.298 1.959 0.722 -0.141
C -0.913 0.699 0.297 -0.372
C -0.853 -0.637 0.521 -0.381
C 0.369 -1.122 -0.161 -0.101
C 1.600 -0.575 0.692 -0.880
C 1.598 0.939 0.464 -0.707
C 0.339 1.086 -0.405 -0.387
C 0.433 -0.108 -1.382 -0.788
H -1.539 -1.271 1.062 0.584
H 0.616 -2.183 -0.343 0.451
H 2.435 -1.085 0.216 0.330
H 1.663 -0.878 1.703 0.401
H 1.330 1.444 1.421 0.290
H 2.538 1.385 0.086 0.342
H 0.175 1.888 -0.983 0.759
H 1.451 -0.232 -1.882 0.300
H -0.511 -0.076 -2.015 0.349
I -5.023 -0.794 -0.040 -0.046
H -3.411 -0.439 0.027 -0.004
```

The strongest force on any atom is 4.1 eV Å⁻¹. For the energy above the lowest of the compared OMol25 structures with the same formula, charge and spin, the calculation gives 23.43 kcal per mole. For the molar mass, the calculation gives 301.0 g mol⁻¹. The calculation puts the highest occupied orbital energy at -9.0 eV. The calculation puts the LUMO energy at 0.643 eV. The SMILES is BrC1=C[C@@H]2CC[C@H]1C2.I.

***

# 3
ORCA calculation (ωB97M-V with the def2-TZVPD basis set) on C10H11NO4 as an isolated structure in a non-equilibrium geometry.

Geometry as XYZ:
```
26
Properties=species:S:1:pos:R:3:mulliken_charge:R:1
C 0.722 -0.477 -3.281 0.721
C -0.019 0.124 -1.480 -0.267
C -0.486 1.191 -0.602 0.114
C -0.680 -1.020 0.453 0.149
C 2.192 -0.710 -2.827 -0.786
C 1.074 -1.819 -2.717 -0.269
C -0.683 0.486 0.854 0.447
C -1.206 2.337 3.354 -0.842
C 0.350 -2.216 -1.449 -0.535
C -0.331 1.173 3.072 -0.445
N -0.234 -0.996 -0.862 0.227
O 0.240 0.147 -4.186 -0.640
O -0.772 2.304 -0.827 -0.468
O -0.845 -1.987 1.149 -0.531
O 0.233 0.921 1.834 -0.371
H 2.936 -0.912 -3.506 0.412
H 2.583 -0.354 -1.792 0.156
H 1.114 -2.678 -3.402 0.379
H -1.709 0.738 1.207 0.271
H -2.166 2.108 2.764 0.222
H -1.555 2.214 4.383 0.371
H -0.590 3.354 3.187 0.247
H 0.770 -2.746 -0.543 0.380
H -0.513 -2.622 -1.855 0.344
H -0.963 0.304 3.274 0.386
H 0.538 1.135 3.799 0.330
```

The strongest force on any atom is 4.6 eV Å⁻¹. For the energy above the lowest of the compared OMol25 structures with the same formula, charge and spin, the calculation gives 175.27 kcal per mole. For the molar mass, the calculation gives 209.2 g mol⁻¹. The calculation puts the highest occupied orbital energy at -8.2 eV. The calculation puts the LUMO energy at -1.725 eV.

***

# 4
ORCA calculation (ωB97M-V with the def2-TZVPD basis set) on a 5-piece molecular cluster, C28H33BrN7O6S overall in a non-equilibrium geometry.

Geometry as XYZ:
```
76
Properties=species:S:1:pos:R:3:mulliken_charge:R:1
C -0.434 1.139 2.810 -1.700
C -1.625 0.192 2.441 -0.453
C -1.467 -0.802 1.201 0.725
N -0.179 -1.494 1.220 -0.235
C -1.695 -0.169 -0.224 -1.430
C -2.780 -0.893 -1.110 -0.574
S -2.128 -2.244 -2.189 -0.270
C -0.775 -3.086 -1.376 0.330
N 0.584 -2.962 -1.639 -0.215
N 1.263 -3.741 -0.798 -0.447
C 0.416 -4.396 0.060 0.178
O -0.808 -3.979 -0.344 -0.206
O -2.457 -1.808 1.567 -0.276
C -3.339 -1.415 2.599 -0.263
O -4.514 -1.582 2.687 -0.632
C -2.327 -0.642 3.573 1.735
C -3.173 0.259 4.571 -0.735
C -2.299 1.110 5.551 0.284
O -2.495 2.289 5.628 -0.488
Br -0.861 0.362 6.684 -0.175
C -1.534 -1.875 4.193 0.136
O -0.298 -1.879 4.367 -0.647
O -2.270 -2.907 4.480 -0.797
H -0.051 1.709 1.913 0.358
H 0.373 0.498 3.267 0.257
H -0.687 1.911 3.585 0.428
H -2.403 0.906 2.039 0.676
H 0.372 -1.340 0.378 0.345
H 0.358 -1.320 2.069 0.189
H -0.769 -0.060 -0.842 0.467
H -2.082 0.881 -0.051 0.490
H -3.665 -1.279 -0.543 0.353
H -3.188 -0.112 -1.819 0.422
H 0.628 -5.119 0.869 0.362
H -3.869 -0.452 5.095 0.436
H -3.724 1.004 3.929 0.255
N -3.297 -1.798 -6.513 0.040
C -2.969 -1.883 -7.839 -0.702
C -1.712 -2.425 -7.928 0.083
C -1.268 -2.682 -6.605 -0.707
C -2.268 -2.288 -5.755 0.115
H -4.161 -1.434 -6.151 0.183
H -3.655 -1.550 -8.602 0.365
H -1.171 -2.617 -8.842 0.339
H -0.322 -3.109 -6.311 0.412
H -2.336 -2.313 -4.677 -0.041
N 2.827 1.419 4.270 0.133
C 2.500 2.719 3.997 -0.556
C 3.634 3.360 3.564 -0.465
C 4.685 2.407 3.570 -0.465
C 4.155 1.219 4.008 -0.550
H 2.188 0.718 4.610 0.220
H 1.491 3.075 4.136 0.479
H 3.701 4.397 3.274 0.416
H 5.712 2.572 3.286 0.397
H 4.607 0.251 4.156 0.416
N 2.660 5.065 6.935 0.063
C 2.485 6.219 6.222 -0.242
C 1.994 7.174 7.076 -0.565
C 1.874 6.573 8.355 -0.329
C 2.295 5.273 8.236 -0.563
H 3.005 4.197 6.558 0.210
H 2.722 6.260 5.171 0.307
H 1.750 8.191 6.812 0.373
H 1.520 7.041 9.261 0.382
H 2.365 4.480 8.963 0.365
N 0.759 -2.799 -11.046 -0.010
C 1.435 -1.666 -10.679 -0.480
C 2.770 -1.972 -10.617 -0.363
C 2.906 -3.341 -10.964 -0.412
C 1.650 -3.823 -11.226 -0.481
H -0.236 -2.868 -11.164 0.235
H 0.908 -0.744 -10.494 0.371
H 3.561 -1.289 -10.352 0.394
H 3.822 -3.908 -11.016 0.379
H 1.313 -4.803 -11.522 0.369
```

The strongest force on any atom is 5.7 eV Å⁻¹. The net charge is -1. For the molar mass, the calculation gives 675.6 g mol⁻¹. The calculation puts the highest occupied orbital energy at -5.3 eV. The calculation puts the LUMO energy at 1.916 eV.

***

# 5
ORCA calculation (ωB97M-V with the def2-TZVPD basis set) on a 2-piece molecular cluster, C9H14O overall in a non-equilibrium geometry.

Geometry as XYZ:
```
24
Properties=species:S:1:pos:R:3:mulliken_charge:R:1
C -0.933 -1.986 -2.293 -1.512
C -0.090 -1.039 -1.528 0.479
C -0.193 0.329 -1.606 -0.083
C 0.751 1.184 -1.018 -0.629
C 1.801 0.637 -0.328 0.526
O 2.778 1.320 0.358 -0.591
C 1.974 -0.763 -0.261 -0.474
C 1.022 -1.583 -0.848 -0.512
H -0.542 -2.719 -2.996 0.346
H -1.716 -1.503 -2.889 0.350
H -1.517 -2.632 -1.612 0.314
H -1.045 0.782 -2.101 0.311
H 0.791 2.262 -1.116 0.362
H 2.430 2.073 0.854 0.340
H 2.916 -1.168 0.078 0.392
H 1.094 -2.660 -0.780 0.367
C -0.695 1.546 2.152 -0.393
C -1.652 0.371 2.412 -1.006
H -0.134 1.255 1.274 -0.090
H -1.141 2.513 1.924 0.321
H -0.118 1.630 3.074 0.277
H -2.371 0.245 1.585 0.279
H -2.243 0.501 3.317 0.324
H -1.164 -0.594 2.347 0.301
```

The strongest force on any atom is 2.7 eV Å⁻¹. For the energy above the lowest of the compared OMol25 structures with the same formula, charge and spin, the calculation gives 16.32 kcal per mole. For the molar mass, the calculation gives 138.2 g mol⁻¹. The calculation puts the highest occupied orbital energy at -8.5 eV. The calculation puts the LUMO energy at 0.916 eV. The SMILES is Cc1ccc(O)cc1.CC.

***

# 6
ORCA calculation (ωB97M-V with the def2-TZVPD basis set) on CrN4O12 as an isolated structure in a non-equilibrium geometry.

Geometry as XYZ:
```
17
Properties=species:S:1:pos:R:3:mulliken_charge:R:1
Cr 0.297 -0.164 0.051 0.471
N -0.509 1.205 -1.950 1.420
O -1.266 1.909 -2.521 -0.540
O -0.575 -0.061 -1.854 -0.581
O 0.334 1.635 -1.083 -0.477
N 2.575 0.645 1.082 1.544
O 3.652 0.981 1.476 -0.631
O 1.467 1.016 1.542 -0.626
O 2.431 -0.238 0.174 -0.577
N 0.403 -2.804 0.399 1.592
O 0.538 -3.975 0.575 -0.623
O -0.123 -1.986 1.222 -0.604
O 0.854 -2.175 -0.602 -0.659
N -2.543 1.012 0.368 1.016
O -2.587 2.232 0.432 -0.556
O -3.486 0.357 -0.043 -0.580
O -1.461 0.410 0.733 -0.589
```

The strongest force on any atom is 3.0 eV Å⁻¹. Its expectation value of S² is 3.780. For the energy above the lowest of the compared OMol25 structures with the same formula, charge and spin, the calculation gives 5.90 kcal per mole. The net charge is -1. For the molar mass, the calculation gives 300.0 g mol⁻¹. The calculation puts the highest occupied orbital energy (alpha / beta) at -6.9 / -7.0 eV. Its multiplicity is 4. The calculation puts the LUMO energy (alpha / beta) at 1.320 / 2.395 eV.

***

# 7
ORCA calculation (ωB97M-V with the def2-TZVPD basis set) on one molecule with the formula C4H6BrNO2 in a non-equilibrium geometry.

Geometry as XYZ:
```
14
Properties=species:S:1:pos:R:3:mulliken_charge:R:1
C 0.743 0.179 -0.295 0.332
C -0.453 1.017 0.150 -0.672
C -0.064 -0.245 -1.526 -0.310
C 1.124 -0.890 0.643 -1.273
N -1.476 0.425 0.929 0.971
O -1.605 -0.801 0.838 -0.622
O -2.184 1.205 1.539 -0.618
Br 0.189 0.959 -2.953 -0.080
H 1.635 0.848 -0.644 0.312
H -0.573 2.045 -0.056 0.488
H -0.860 -0.898 -1.310 0.514
H 1.555 -1.833 0.142 0.271
H 0.176 -1.322 1.112 0.339
H 1.794 -0.690 1.430 0.348
```

The strongest force on any atom is 5.3 eV Å⁻¹. For the energy above the lowest of the compared OMol25 structures with the same formula, charge and spin, the calculation gives 143.87 kcal per mole. For the molar mass, the calculation gives 180.0 g mol⁻¹. The calculation puts the highest occupied orbital energy (alpha / beta) at -9.0 / -9.0 eV. The calculation puts the LUMO energy (alpha / beta) at -1.196 / -1.198 eV.

***

# 8
ORCA calculation (ωB97M-V with the def2-TZVPD basis set) on a 2-piece molecular cluster, C3H8NO3 overall in a non-equilibrium geometry.

Geometry as XYZ:
```
15
Properties=species:S:1:pos:R:3:mulliken_charge:R:1
C 1.870 0.005 0.272 -0.514
N 1.091 -1.074 -0.450 -0.239
C -0.345 -1.175 0.016 0.416
O -0.980 -2.355 -0.214 -0.634
O -1.140 -0.110 0.647 -0.259
C -2.541 -0.124 0.122 -0.507
H 1.975 0.919 -0.468 0.252
H 1.449 0.292 1.328 0.193
H 2.977 -0.423 0.402 0.272
H 1.503 -2.033 -0.267 0.307
H -3.128 0.870 0.416 0.222
H -3.151 -1.068 0.513 0.230
H -2.479 -0.263 -1.054 0.250
O 1.797 3.003 -0.802 -1.112
H 1.101 3.535 -0.460 0.124
```

The strongest force on any atom is 7.5 eV Å⁻¹. For the energy above the lowest of the compared OMol25 structures with the same formula, charge and spin, the calculation gives 128.26 kcal per mole. The net charge is -1. For the molar mass, the calculation gives 106.1 g mol⁻¹. The calculation puts the highest occupied orbital energy at -2.4 eV. The calculation puts the LUMO energy at 3.406 eV.